Entry 1:
Computed, not measured: a 12-piece molecular cluster, C96H159N9O24 overall in a non-equilibrium geometry, with ωB97M-V/def2-TZVPD.

Geometry as XYZ:
```
288
Properties=species:S:1:pos:R:3:lowdin_charge:R:1
C -1.23 2.75 -10.00 -0.06
C -0.86 1.45 -10.19 -0.05
C -0.14 0.86 -9.18 -0.01
C 0.17 1.44 -7.99 -0.09
C -0.24 2.77 -7.83 -0.10
C -0.93 3.41 -8.83 0.00
C -0.02 3.45 -6.55 -0.24
O -0.58 4.47 -6.24 0.13
C 0.84 2.77 -5.46 -0.07
C 1.31 3.46 -4.34 -0.01
C 2.12 2.83 -3.43 -0.05
C 2.52 1.49 -3.60 -0.03
C 2.11 0.80 -4.70 0.00
C 1.19 1.41 -5.60 -0.07
C 0.81 0.69 -6.88 -0.26
O 1.10 -0.47 -7.06 0.10
H -1.70 3.33 -10.82 0.12
H -1.06 0.89 -11.06 0.10
H 0.21 -0.15 -9.24 0.12
H -1.33 4.42 -8.69 0.10
H 1.11 4.51 -4.28 0.12
H 2.65 3.37 -2.73 0.09
H 3.25 1.06 -2.91 0.10
H 2.42 -0.21 -4.84 0.09
C -1.14 1.56 -3.00 -0.08
C -2.12 2.43 -2.80 -0.06
C -2.60 2.72 -1.52 0.04
C -1.97 2.07 -0.40 -0.07
C -0.97 1.13 -0.60 -0.13
C -0.54 0.90 -1.93 0.01
C -0.28 0.41 0.45 -0.26
O 0.54 -0.52 0.18 0.04
C -0.69 0.75 1.82 -0.11
C 0.00 0.15 2.89 -0.03
C -0.37 0.39 4.17 -0.06
C -1.24 1.44 4.41 -0.08
C -1.95 2.04 3.43 -0.02
C -1.64 1.72 2.08 -0.05
C -2.41 2.46 1.01 -0.24
O -3.37 3.19 1.21 0.08
H -0.75 1.51 -4.01 0.10
H -2.50 3.11 -3.55 0.10
H -3.29 3.49 -1.26 0.10
H 0.26 0.18 -2.07 0.11
H 0.76 -0.55 2.51 0.12
H 0.16 -0.09 5.02 0.11
H -1.38 1.60 5.48 0.11
H -2.80 2.64 3.70 0.13
C -2.43 6.38 -2.37 -0.06
C -1.51 7.38 -2.54 -0.07
C -1.15 7.78 -3.80 0.02
C -1.62 7.08 -4.93 -0.11
C -2.59 6.15 -4.76 -0.08
C -3.06 5.79 -3.45 0.03
C -3.17 5.37 -5.90 -0.24
O -3.77 4.29 -5.69 0.06
C -2.99 5.95 -7.28 -0.12
C -3.74 5.46 -8.34 -0.02
C -3.45 5.93 -9.61 -0.07
C -2.38 6.81 -9.80 -0.07
C -1.71 7.29 -8.73 0.00
C -2.05 6.94 -7.40 -0.08
C -1.34 7.57 -6.27 -0.29
O -0.68 8.58 -6.46 0.11
H -2.69 6.21 -1.34 0.07
H -1.13 7.92 -1.68 0.11
H -0.58 8.65 -3.93 0.11
H -3.78 5.07 -3.27 0.09
H -4.49 4.70 -8.14 0.13
H -4.03 5.56 -10.45 0.11
H -2.05 7.13 -10.80 0.12
H -0.89 7.98 -8.83 0.12
C -2.60 -5.07 3.95 -0.05
O -2.05 -4.25 2.87 -0.23
C -0.68 -3.94 3.09 -0.21
C 0.15 -4.73 2.13 -0.20
N 0.12 -4.16 0.77 -0.02
C -0.99 -4.60 -0.02 -0.21
C -0.65 -4.75 -1.50 -0.18
O 0.23 -5.90 -1.70 -0.19
C -0.42 -7.10 -2.06 -0.13
H -2.15 -4.86 4.93 0.07
H -2.45 -6.12 3.68 0.08
H -3.66 -4.91 3.97 0.08
H -0.39 -4.10 4.21 0.13
H -0.56 -2.89 2.78 0.11
H -0.18 -5.77 2.12 0.12
H 1.21 -4.65 2.44 0.11
H 1.00 -4.29 0.28 0.10
H -1.86 -4.01 0.14 0.08
H -1.34 -5.69 0.16 0.15
H -0.21 -3.95 -1.98 0.06
H -1.63 -4.88 -2.09 0.13
H -0.17 -7.48 -3.05 0.08
H -1.53 -7.00 -2.13 0.10
H -0.25 -7.91 -1.41 0.06
C -5.83 5.25 0.27 -0.13
O -4.64 5.94 0.17 -0.20
C -4.42 6.93 1.18 -0.23
C -2.94 7.11 1.28 -0.23
N -2.38 5.87 1.78 -0.05
C -0.98 5.89 2.11 -0.20
C -0.06 5.75 0.93 -0.19
O -0.32 4.51 0.27 -0.20
C 0.47 4.31 -0.89 -0.08
H -5.86 4.57 1.09 0.07
H -6.02 4.66 -0.61 0.08
H -6.72 5.96 0.40 0.11
H -4.72 6.65 2.23 0.14
H -4.89 7.92 0.94 0.13
H -2.52 7.94 1.85 0.13
H -2.66 7.37 0.21 0.10
H -2.63 5.07 1.18 0.08
H -0.87 4.97 2.67 0.10
H -0.75 6.72 2.88 0.15
H 1.01 5.71 1.11 0.11
H -0.28 6.54 0.24 0.10
H 1.46 4.67 -0.66 0.08
H 0.08 4.79 -1.78 0.08
H 0.45 3.22 -1.11 0.09
C -0.93 0.92 9.09 -0.10
O -0.36 0.62 7.84 -0.21
C 0.89 1.30 7.64 -0.21
C 2.09 0.38 7.81 -0.20
N 3.36 0.91 7.35 -0.04
C 4.17 -0.10 6.77 -0.24
C 5.47 0.48 6.30 -0.24
O 6.28 0.93 7.37 -0.19
C 7.25 -0.07 7.65 -0.11
H -0.29 1.22 9.87 0.07
H -1.26 -0.12 9.31 0.10
H -1.73 1.57 8.96 0.07
H 1.02 2.12 8.31 0.11
H 0.90 1.81 6.66 0.11
H 1.84 -0.48 7.30 0.04
H 2.08 0.06 8.89 0.14
H 3.91 1.46 8.02 0.13
H 3.73 -0.41 5.75 0.15
H 4.30 -0.99 7.36 0.11
H 5.21 1.44 5.77 0.15
H 6.00 -0.12 5.68 0.04
H 7.67 -0.54 6.72 0.08
H 6.78 -0.83 8.29 0.09
H 8.05 0.53 8.24 0.12
C -2.88 -3.77 -4.62 -0.10
O -1.81 -3.03 -4.03 -0.26
C -0.52 -3.25 -4.55 -0.21
C 0.43 -2.15 -3.97 -0.16
N 1.87 -2.53 -4.10 -0.03
C 2.33 -3.01 -5.43 -0.20
C 3.74 -3.23 -5.23 -0.29
O 3.96 -4.16 -4.21 -0.19
C 5.34 -4.37 -4.11 -0.12
H -2.56 -4.82 -4.50 0.08
H -3.05 -3.53 -5.72 0.10
H -3.78 -3.59 -3.96 0.10
H -0.57 -3.28 -5.73 0.15
H -0.08 -4.25 -4.21 0.13
H 0.26 -2.15 -2.93 0.09
H 0.31 -1.17 -4.29 0.06
H 2.12 -3.17 -3.37 0.09
H 2.24 -2.27 -6.19 0.09
H 1.85 -3.95 -5.66 0.12
H 4.29 -2.36 -4.87 0.12
H 4.16 -3.68 -6.20 0.15
H 5.60 -4.97 -3.26 0.08
H 5.79 -3.40 -3.87 0.08
H 5.76 -4.68 -5.10 0.10
C 7.50 0.43 -1.76 -0.15
O 6.31 1.10 -1.49 -0.18
C 5.76 0.56 -0.31 -0.25
C 4.27 0.83 -0.28 -0.26
N 3.49 0.37 0.76 -0.03
C 3.42 1.21 1.96 -0.15
C 2.67 2.59 1.81 -0.17
O 3.34 3.57 1.03 -0.23
C 3.86 4.67 1.67 -0.14
H 8.00 0.93 -2.55 0.07
H 7.34 -0.68 -2.06 0.11
H 8.22 0.43 -0.93 0.08
H 6.39 1.03 0.54 0.15
H 5.82 -0.57 -0.30 0.10
H 3.98 0.35 -1.21 0.11
H 4.18 1.94 -0.50 0.13
H 2.62 -0.04 0.47 0.08
H 4.39 1.46 2.28 0.09
H 2.90 0.70 2.82 0.12
H 2.63 3.06 2.79 0.11
H 1.65 2.46 1.35 0.13
H 4.85 4.47 2.18 0.10
H 3.16 5.16 2.35 0.08
H 4.22 5.33 0.88 0.09
C -5.40 0.02 7.24 -0.12
O -4.15 -0.41 6.77 -0.19
C -4.22 -1.04 5.51 -0.22
C -4.35 -0.04 4.32 -0.16
N -4.40 -0.74 3.00 -0.02
C -3.17 -1.39 2.67 -0.22
C -3.08 -1.75 1.21 -0.19
O -3.14 -0.63 0.36 -0.19
C -3.25 -0.92 -1.00 -0.11
H -6.15 0.31 6.43 0.11
H -5.34 0.85 7.96 0.08
H -5.84 -0.74 7.87 0.08
H -5.11 -1.68 5.43 0.12
H -3.35 -1.71 5.42 0.12
H -3.53 0.69 4.40 0.08
H -5.23 0.57 4.46 0.10
H -4.58 -0.10 2.24 0.10
H -3.00 -2.36 3.17 0.11
H -2.29 -0.73 2.98 0.11
H -3.92 -2.39 0.99 0.13
H -2.08 -2.18 1.02 0.11
H -2.30 -1.47 -1.29 0.11
H -3.27 -0.03 -1.55 0.05
H -4.07 -1.65 -1.26 0.11
C 3.17 -6.54 0.76 -0.11
O 3.55 -5.26 1.22 -0.22
C 4.29 -4.51 0.20 -0.23
C 4.67 -3.24 0.78 -0.24
N 5.51 -3.34 1.97 -0.03
C 5.53 -2.05 2.66 -0.21
C 6.53 -2.04 3.76 -0.20
O 6.07 -2.90 4.83 -0.18
C 7.09 -3.36 5.66 -0.12
H 4.08 -7.09 0.44 0.10
H 2.60 -6.45 -0.13 0.06
H 2.65 -7.02 1.65 0.10
H 3.66 -4.36 -0.72 0.14
H 5.14 -5.06 -0.12 0.11
H 3.73 -2.67 0.95 0.12
H 5.37 -2.68 -0.02 0.15
H 5.21 -4.12 2.53 0.10
H 4.59 -1.68 2.98 0.10
H 5.93 -1.31 1.94 0.12
H 6.83 -1.06 4.08 0.10
H 7.42 -2.53 3.38 0.12
H 6.69 -4.16 6.26 0.09
H 7.43 -2.64 6.40 0.07
H 7.86 -3.82 5.15 0.06
C -2.97 1.13 -7.25 -0.12
O -2.55 -0.19 -7.19 -0.18
C -2.32 -0.69 -5.84 -0.15
C -3.40 -0.33 -4.83 -0.21
N -4.61 -0.95 -5.28 -0.03
C -5.84 -0.57 -4.48 -0.14
C -6.89 -1.68 -4.62 -0.22
O -6.29 -2.92 -4.32 -0.21
C -6.91 -4.05 -4.90 -0.10
H -2.45 1.74 -6.47 0.09
H -4.05 1.22 -6.97 0.10
H -2.75 1.42 -8.31 0.10
H -1.34 -0.34 -5.56 0.09
H -2.28 -1.76 -5.96 0.08
H -3.60 0.75 -4.76 0.10
H -3.19 -0.66 -3.84 0.09
H -4.72 -0.61 -6.18 0.06
H -6.21 0.44 -4.78 0.13
H -5.56 -0.48 -3.51 0.07
H -7.28 -1.63 -5.62 0.11
H -7.68 -1.45 -3.85 0.13
H -7.59 -4.59 -4.26 0.08
H -6.01 -4.63 -5.21 0.10
H -7.57 -3.73 -5.72 0.08
C -2.73 -3.86 7.71 -0.10
O -1.53 -4.34 7.14 -0.18
C -0.48 -4.06 7.98 -0.26
C 0.10 -2.64 7.93 -0.13
N 0.73 -2.42 6.58 -0.05
C 2.01 -2.94 6.23 -0.23
C 2.37 -4.42 6.21 -0.22
O 1.59 -5.05 5.20 -0.21
C 2.17 -6.24 4.81 -0.11
H -3.03 -4.37 8.64 0.09
H -3.58 -3.98 7.08 0.07
H -2.73 -2.77 7.87 0.09
H 0.34 -4.78 7.79 0.11
H -0.81 -4.40 8.98 0.12
H 0.82 -2.46 8.70 0.11
H -0.72 -1.85 7.96 0.11
H 0.05 -2.85 5.92 0.10
H 2.78 -2.52 6.88 0.09
H 2.29 -2.61 5.22 0.13
H 2.22 -4.94 7.18 0.12
H 3.46 -4.49 6.02 0.12
H 3.24 -6.04 4.61 0.10
H 1.70 -6.48 3.86 0.07
H 2.14 -6.99 5.59 0.09
```

Summary:
E_HOMO = -8.098 eV
SMILES = O=C1c2ccccc2C(=O)c2ccccc21.O=C1c2ccccc2C(=O)c2ccccc21.O=C1c2ccccc2C(=O)c2ccccc21.COCCNCCOC.COCCNCCOC.COCCNCCOC.COCCNCCOC.COCCNCCOC.COCCNCCOC.COCCNCCOC.COCCNCCOC.COCCNCCOC
Multiplicity = 1
Maximum force = 4.65 eV/A

Entry 2:
Computed, not measured: a 2-piece molecular cluster, C4H9NO5 overall in a non-equilibrium geometry, with ωB97M-V/def2-TZVPD.

Geometry as XYZ:
```
19
Properties=species:S:1:pos:R:3:lowdin_charge:R:1
C 0.11 0.59 -0.01 -0.41
C -0.98 -1.85 0.74 -0.06
C 1.47 -0.34 -1.76 -0.22
C 0.58 -0.59 -0.58 -0.12
N -0.06 -1.77 -0.35 0.05
O -0.86 0.78 0.76 0.00
O 0.83 1.75 -0.36 0.03
O 0.80 0.43 -2.70 -0.10
O -1.50 1.95 2.99 -0.06
O -0.39 1.40 2.37 -0.11
H -1.21 -2.86 0.92 0.07
H -0.50 -1.37 1.58 0.10
H -1.92 -1.31 0.61 0.10
H 2.35 0.24 -1.55 0.12
H 1.69 -1.25 -2.34 0.13
H 0.22 -2.62 -0.61 0.09
H 0.25 2.49 -0.10 0.13
H 0.74 1.45 -2.39 0.16
H -1.63 2.88 2.78 0.09
```

Summary:
E_HOMO (spin up / spin down) = -7.583 / -8.591 eV
Energy above the lowest of the compared OMol25 structures with the same formula, charge and spin = 7.576 eV
Multiplicity = 1
Maximum force = 4.26 eV/A

Entry 3:
Computed, not measured: C20H24BF8N3O7PS2Zr as an isolated structure in a non-equilibrium geometry, with ωB97M-V/def2-TZVPD.

Geometry as XYZ:
```
67
Properties=species:S:1:pos:R:3:lowdin_charge:R:1
Zr 0.10 -0.26 -0.01 1.82
F 0.60 -1.33 4.41 0.16
C 0.14 -0.09 4.59 -0.68
F 0.73 0.48 5.60 0.21
F -1.17 -0.11 4.76 0.19
S 0.47 0.81 3.00 0.68
O -0.19 -0.08 2.01 -0.46
O -0.07 2.12 3.12 -0.24
N 2.02 0.72 2.84 -0.24
S 2.80 0.27 1.57 0.70
O 2.01 0.23 0.31 -0.48
O 4.13 0.75 1.50 -0.17
C 2.83 -1.60 1.73 -0.63
F 3.44 -2.08 0.65 0.18
F 1.50 -1.95 1.65 0.06
F 3.34 -2.11 2.81 0.22
C 2.57 -0.33 -5.35 -0.06
C 2.97 -0.39 -4.03 -0.06
C 2.04 -0.51 -3.01 -0.04
C 0.69 -0.58 -3.33 -0.20
C 0.28 -0.51 -4.66 0.00
C 1.22 -0.38 -5.66 -0.05
N -0.35 -0.72 -2.30 -0.12
N -1.40 0.03 -2.62 0.08
C -2.36 0.20 -1.64 -0.31
C -3.71 0.22 -2.02 -0.01
C -4.68 0.41 -1.05 -0.07
C -4.32 0.62 0.28 -0.08
C -2.98 0.64 0.64 -0.12
C -1.96 0.44 -0.30 -0.24
H 3.31 -0.26 -6.14 0.11
H 4.03 -0.36 -3.78 0.12
H 2.39 -0.52 -1.99 0.09
H -0.78 -0.55 -4.87 0.12
H 0.89 -0.33 -6.69 0.11
H -3.97 0.05 -3.05 0.12
H -5.72 0.39 -1.33 0.11
H -5.08 0.76 1.03 0.11
H -2.71 0.81 1.68 0.09
C -1.72 5.78 0.17 -0.06
C -1.50 4.35 0.59 -0.24
O -0.17 3.95 0.12 -0.25
P 0.33 2.45 0.36 0.83
O 1.87 2.80 0.73 -0.33
C 2.34 4.02 1.37 -0.24
C 2.93 4.96 0.35 -0.06
O 0.54 1.87 -1.18 -0.39
C 1.09 2.70 -2.25 -0.20
C -0.03 3.27 -3.09 -0.04
H -2.69 6.12 0.54 0.09
H -1.71 5.87 -0.92 0.08
H -0.94 6.42 0.58 0.08
H -2.24 3.68 0.15 0.12
H -1.53 4.24 1.67 0.12
H 3.09 3.68 2.08 0.12
H 1.51 4.48 1.91 0.12
H 3.71 4.47 -0.22 0.09
H 3.36 5.82 0.87 0.09
H 2.16 5.32 -0.34 0.07
H 1.73 2.05 -2.85 0.11
H 1.69 3.48 -1.79 0.11
H -0.67 2.46 -3.47 0.07
H 0.39 3.81 -3.93 0.09
H -0.65 3.94 -2.50 0.07
F -1.06 -1.96 -0.25 -0.05
B -0.28 -2.02 -1.55 -0.42
F 1.03 -2.06 -0.90 -0.02
```

Summary:
E_HOMO = -10.116 eV
Charge = +1
Energy above the lowest of the compared OMol25 structures with the same formula, charge and spin = 4.243 eV
Multiplicity = 1
Maximum force = 2.82 eV/A